# 1
Formula: C26H43F5P2Tb
Source: the OMol25 dataset
Level of theory: wB97M-V/def2-TZVPD

```
77
Properties=species:S:1:pos:R:3:forces:R:3:mulliken_spin:R:1
Tb 0.549437 -0.419189 -0.401611 1.65 1.07 4.45 4.86
C -0.619721 -2.370973 2.458153 -0.50 -0.17 0.00 0.06
C 0.730746 -2.518484 2.072073 -0.38 0.22 -1.03 0.27
C 0.611686 -0.897679 3.684572 3.72 -0.11 -0.87 0.25
C -0.672697 -1.418683 3.485441 -2.16 -1.11 -0.46 0.19
C 1.485954 -1.536160 2.765482 -0.26 1.58 1.93 0.04
C -1.778244 -3.204251 2.015452 -0.18 0.04 0.50 0.02
H -1.643893 -3.585186 1.003042 -0.13 -0.16 0.02 0.00
H -2.705565 -2.610347 2.062547 0.26 -0.31 -0.17 0.00
H -1.891040 -4.057290 2.699823 -0.19 0.02 -0.33 0.00
C -1.856110 -1.121768 4.338833 -0.35 -0.18 -0.29 -0.01
H -2.773283 -1.499303 3.852116 0.35 0.30 0.35 0.00
H -1.959735 -0.047562 4.524300 -0.01 -0.30 -0.02 0.01
H -1.763489 -1.636741 5.311678 0.03 0.17 -0.26 0.03
C 1.038174 0.018385 4.775333 -0.18 0.39 0.16 0.00
H 0.973346 -0.463814 5.768035 0.06 0.04 -0.38 0.02
H 0.380290 0.891411 4.816786 0.17 -0.16 0.08 0.01
H 2.063193 0.379773 4.635157 -0.22 -0.17 0.05 0.00
C 2.959199 -1.334804 2.752480 0.69 0.13 -0.18 0.01
H 3.481431 -1.926987 3.521682 -0.13 0.14 -0.20 0.00
H 3.222545 -0.275495 2.914983 -0.13 -0.40 0.01 0.00
H 3.404453 -1.606197 1.784903 -0.04 -0.04 0.13 -0.01
C 1.289351 -3.505359 1.081491 -0.30 0.20 -0.48 0.00
H 1.653904 -4.403050 1.576661 0.13 -0.10 0.10 0.02
H 2.127292 -3.106759 0.471191 -0.27 -0.10 0.45 0.00
H 0.517075 -3.850728 0.370301 0.21 0.01 0.31 0.01
C -1.689189 0.845963 -3.564001 -1.16 0.77 -0.18 0.00
C -1.804385 -0.472368 -3.487218 -2.01 -0.33 -1.26 0.00
C -1.028049 -1.391451 -4.362524 0.71 -0.48 -0.12 0.00
C 0.521958 -1.130732 -4.242083 -1.62 -0.72 -0.56 -0.02
C 0.977381 -0.400288 -3.004419 1.49 1.37 -1.64 0.20
C 1.276882 0.934354 -3.031914 0.53 -1.40 -1.02 -0.03
C 0.689890 1.923993 -4.016317 -0.72 -0.46 -0.44 0.00
C -0.791265 1.604504 -4.504490 0.78 0.27 -0.25 0.00
H -1.323470 -1.267848 -5.418192 0.06 0.00 0.34 0.00
H 0.789280 -0.647081 -5.183437 0.44 0.41 0.48 0.00
H -1.269143 -2.434324 -4.115331 0.13 0.24 0.00 0.00
H -0.699236 1.103165 -5.487923 -0.27 0.07 0.56 0.00
H -2.344806 1.491910 -2.933326 0.38 -0.78 -0.93 0.00
H -2.656302 -0.972914 -2.964541 0.97 0.87 -0.37 0.00
H -1.260783 2.583080 -4.693890 0.16 -0.38 -0.05 0.00
H 0.698514 2.916179 -3.564242 0.08 -0.05 0.14 0.00
H 2.059213 1.359713 -2.406198 -0.60 -0.18 0.33 -0.01
H 1.283988 2.026564 -4.944700 0.06 -0.20 0.55 0.00
H 0.996967 -2.106681 -4.293622 0.32 -0.04 0.20 0.00
H 1.336368 -1.040283 -2.176876 0.90 -0.19 -1.66 -0.04
P -2.302778 0.190758 -0.429052 1.25 -0.57 2.24 0.02
P 2.512606 1.517101 0.223391 -1.95 -1.66 1.42 -0.03
C -0.842338 1.508638 -1.092496 -0.99 -0.41 -1.31 -0.03
C 0.441702 2.188905 -0.536324 1.17 1.77 0.42 0.03
H -1.507937 2.321819 -1.425875 0.46 -0.11 0.38 0.00
H -0.584192 0.959779 -2.006356 -0.14 0.86 0.46 0.10
H 0.895462 2.815513 -1.335671 -0.92 -0.23 0.37 -0.01
H 0.122718 2.838322 0.293902 0.64 -0.41 -0.07 0.00
C 3.121872 2.938898 1.134349 0.12 1.02 0.26 -0.01
H 3.913058 2.590409 1.832231 -0.36 0.03 -0.54 0.00
H 2.323562 3.369334 1.776371 0.34 -0.36 -0.54 0.00
H 3.537453 3.720546 0.479624 -0.10 -0.16 0.31 0.00
C 3.879875 0.885275 -0.865312 -0.55 0.45 -0.28 -0.01
H 4.318141 1.652280 -1.496265 0.32 -0.08 -0.17 0.00
H 3.519500 0.044718 -1.484428 0.21 0.33 0.23 0.00
H 4.613512 0.471083 -0.146981 -0.34 0.35 -0.26 0.01
C -3.980965 0.292778 -1.303060 -0.38 0.04 -1.23 -0.01
H -4.670462 -0.526191 -1.009822 0.93 0.13 0.45 0.00
H -4.096881 0.317766 -2.390103 0.49 0.02 -0.02 0.00
H -4.505237 1.203676 -0.980587 0.61 -0.04 0.46 0.00
C -1.331278 -1.571277 -1.013732 -0.85 -2.67 0.74 -0.07
H -0.626575 -2.313001 -0.348765 -1.49 2.09 -0.67 0.07
H -0.828761 -1.594516 -2.012069 -0.98 -0.45 0.62 0.07
H -2.167234 -2.263674 -0.841905 -0.31 0.26 -1.22 -0.01
F -2.137013 2.814244 1.011963 -0.45 0.85 -0.37 0.00
C -1.691078 1.919021 1.962512 2.69 -1.40 0.26 0.03
F -2.803786 1.259533 2.388758 -0.82 0.14 0.52 0.00
C -1.083575 2.715860 3.130476 -1.26 0.01 -0.30 0.01
F -1.565234 3.988082 3.192899 0.42 -0.41 0.52 0.00
F -1.339727 2.081502 4.319024 0.35 0.89 -0.79 0.00
F 0.277499 2.844585 3.027674 -0.61 -0.08 0.06 0.00
```
Forces are in eV/Å.

Properties
- HOMO-LUMO gap (spin up / spin down) (eV) = 5.4029 / 4.6988
- M (Da) = 671.49
- total charge = +1
- spin multiplicity = 7



# 2
Formula: C26H43KNO18
Source: the OMol25 dataset
Level of theory: wB97M-V/def2-TZVPD

```
89
Properties=species:S:1:pos:R:3:forces:R:3:lowdin_charge:R:1
K -1.369034 0.745798 0.203191 -0.35 0.30 -0.24 0.80
C -1.491034 -4.169202 -4.692809 -1.19 1.20 -0.81 -0.01
C -0.829034 -2.864202 -4.224809 0.14 0.03 -2.52 -0.27
C -0.884034 -1.652202 -5.235809 0.31 -0.74 2.40 -0.03
O -1.481034 -0.619202 -4.413809 -0.10 -0.20 -1.46 0.09
C -1.711034 -1.059202 -3.163809 -1.51 3.96 1.05 -0.59
O -2.169034 -0.312202 -2.307809 0.76 -2.14 -1.61 0.09
O -1.371034 -2.297202 -3.029809 0.58 -2.91 0.55 0.11
H -0.952034 -4.768202 -5.488809 -0.57 1.19 0.80 0.12
H -2.571034 -3.992202 -4.912809 0.81 -0.17 -0.42 0.11
H -1.527034 -4.747202 -3.829809 0.08 -1.53 1.55 0.05
H 0.200966 -3.157202 -4.129809 0.64 0.34 0.93 0.12
H -1.325034 -1.913202 -6.176809 -1.08 0.36 -0.23 0.13
H 0.114966 -1.344202 -5.441809 0.79 0.42 -0.27 0.09
C 3.702966 1.088798 -4.284809 0.40 0.39 0.02 -0.01
C 2.483966 0.194798 -4.523809 0.71 0.30 1.35 -0.29
C 2.658966 -1.279202 -4.114809 1.90 -0.31 -0.36 -0.08
O 1.946966 -1.425202 -2.900809 0.32 -1.34 -0.16 0.07
C 1.264966 -0.341202 -2.652809 -2.09 2.74 2.56 -0.52
O 0.532966 -0.173202 -1.673809 1.92 -0.64 -2.56 0.09
O 1.528966 0.631798 -3.558809 -1.42 -0.42 0.24 0.09
H 4.521966 0.600798 -4.757809 0.91 -0.16 -0.87 0.06
H 4.025966 1.055798 -3.220809 -0.70 0.20 -0.45 0.11
H 3.669966 2.164798 -4.648809 -0.40 -1.50 0.47 0.12
H 2.096966 0.191798 -5.528809 -0.30 0.66 -0.32 0.15
H 3.730966 -1.530202 -3.920809 -0.83 0.12 -0.16 0.15
H 2.273966 -1.975202 -4.863809 -0.06 0.04 0.14 0.12
C 1.932966 2.014798 5.682191 0.16 0.25 -0.59 0.00
C 1.340966 1.340798 4.452191 -0.36 -0.13 1.12 -0.27
C 0.773966 0.002798 4.802191 -0.41 -1.08 1.03 -0.11
O -0.403034 -0.075202 4.038191 -0.85 -0.60 -1.10 0.05
C -0.776034 1.166798 3.672191 -3.48 -0.56 -3.40 -0.56
O -1.809034 1.409798 3.027191 2.72 -0.54 2.32 0.07
O 0.157966 2.032798 3.927191 1.80 1.01 1.06 0.10
H 1.168966 2.202798 6.402191 -0.87 0.06 0.43 0.08
H 2.394966 2.975798 5.500191 0.25 0.14 -0.33 0.08
H 2.648966 1.385798 6.204191 0.22 -0.25 -0.32 0.10
H 1.993966 1.108798 3.648191 0.88 0.81 -0.94 0.12
H 0.359966 -0.051202 5.787191 0.49 0.15 1.25 0.13
H 1.449966 -0.874202 4.684191 -0.50 0.71 -0.42 0.15
C 1.917966 -3.518202 -0.301809 0.84 -0.41 -0.35 0.01
C 1.680966 -2.879202 1.038191 1.12 0.22 -1.59 -0.31
C 2.890966 -2.392202 1.816191 1.29 -1.99 1.83 -0.05
O 2.633966 -1.008202 2.013191 2.77 0.48 1.11 0.10
C 1.592966 -0.645202 1.320191 -0.85 2.20 0.55 -0.65
O 1.107966 0.449798 1.224191 0.79 0.61 0.49 0.09
O 1.061966 -1.667202 0.818191 -3.90 -1.22 -2.82 0.11
H 2.639966 -2.928202 -0.868809 0.13 -0.13 0.05 0.09
H 1.053966 -3.630202 -0.955809 -0.27 0.24 0.46 0.08
H 2.298966 -4.520202 -0.129809 0.31 -0.18 -0.12 0.10
H 1.004966 -3.455202 1.580191 -0.89 -1.14 1.31 0.13
H 3.918966 -2.638202 1.390191 -1.40 0.78 0.22 0.16
H 2.846966 -2.869202 2.830191 0.38 0.45 -0.76 0.15
C -1.555034 -3.300202 -0.057809 2.02 2.03 -0.80 -0.04
O -1.387034 -3.442202 1.341191 -0.57 -0.42 1.02 0.01
C -1.964034 -2.544202 2.137191 -0.91 7.57 -3.55 -0.39
O -2.193034 -1.189202 1.733191 1.13 -8.53 2.46 -0.13
O -2.266034 -3.038202 3.289191 0.77 -0.93 -1.55 0.06
C -3.018034 -2.280202 4.170191 -1.16 1.50 0.18 -0.03
H -1.190034 -4.107202 -0.647809 0.23 -1.40 0.49 0.09
H -0.934034 -2.473202 -0.428809 -0.30 0.14 0.33 0.08
H -2.527034 -3.091202 -0.357809 -1.97 0.32 -0.07 0.09
H -3.772034 -1.629202 3.736191 0.59 0.36 -0.71 0.12
H -2.368034 -1.751202 4.808191 0.61 0.81 0.75 0.09
H -3.611034 -2.944202 4.700191 -0.69 -1.61 1.35 0.08
C -3.880034 4.359798 0.682191 3.00 -1.47 -0.75 -0.04
O -4.878034 3.871798 -0.161809 -2.06 -1.02 -1.70 0.02
C -4.673034 2.859798 -0.994809 6.00 -4.82 2.19 -0.40
O -3.564034 1.978798 -0.866809 -6.29 5.35 -1.03 -0.14
O -5.664034 2.660798 -1.828809 0.44 0.58 -0.03 0.04
C -5.486034 1.670798 -2.852809 0.57 -1.68 0.74 -0.02
H -4.057034 5.360798 0.930191 -0.69 1.45 0.00 0.08
H -2.956034 4.268798 0.070191 -0.17 0.31 0.89 0.09
H -3.718034 3.814798 1.610191 -0.36 -0.49 -0.15 0.10
H -5.395034 0.660798 -2.429809 0.44 0.43 0.39 0.10
H -4.635034 1.828798 -3.495809 0.32 0.47 0.09 0.10
H -6.367034 1.562798 -3.427809 -1.10 0.85 -0.49 0.08
C 3.488966 3.136798 1.779191 0.40 -0.43 1.10 -0.11
C 2.784966 4.450798 1.645191 -1.50 0.59 -2.48 -0.26
C 1.439966 4.490798 2.381191 -0.41 -0.93 0.82 -0.15
C 0.393966 3.845798 1.534191 1.21 1.05 1.65 -0.18
N -0.440034 3.411798 0.894191 -0.78 -0.58 -0.87 0.18
H 4.399966 3.149798 1.180191 0.25 -0.07 0.50 0.08
H 2.940966 2.256798 1.472191 -0.66 0.06 -0.48 0.05
H 3.628966 2.943798 2.861191 0.76 0.11 -0.43 0.08
H 2.460966 4.515798 0.547191 0.87 0.44 1.24 0.13
H 3.417966 5.315798 1.873191 -0.14 -0.30 0.08 0.11
H 1.060966 5.456798 2.732191 0.24 0.11 -0.61 0.12
H 1.520966 3.923798 3.336191 -0.16 0.12 -0.67 0.10
```
Forces are in eV/Å.

Properties
- HOMO-LUMO gap (eV) = 9.8006
- M (Da) = 696.72
- total charge = +1
- relative energy (zero: lowest compared OMol25 entry of this formula, charge and spin) (eV) = 0.000
- spin multiplicity = 1



# 3
Formula: C26H43N5O8
Source: the OMol25 dataset
Level of theory: wB97M-V/def2-TZVPD

```
82
Properties=species:S:1:pos:R:3:forces:R:3:nbo_charge:R:1
C 2.984853 3.943830 -1.768487 -0.05 -0.12 0.30 -0.64
C 1.764206 3.597184 -0.920349 -0.19 0.53 -0.46 0.27
C 1.165006 4.846968 -0.276191 0.22 -0.22 0.09 -0.65
C 0.704933 2.863353 -1.740011 0.32 0.05 0.33 -0.62
O 2.126463 2.639940 0.112972 -0.28 -0.18 -0.27 -0.52
C 2.974137 2.942090 1.076349 0.31 -0.19 0.52 0.80
O 3.601828 3.962171 1.198648 0.01 0.01 0.00 -0.61
C 3.072168 1.803868 2.092811 0.21 0.09 0.02 -0.34
N 2.169235 0.718603 1.827650 -0.08 0.07 0.04 -0.59
C 2.617449 -0.526209 1.633607 -0.09 0.31 0.17 0.64
O 3.786195 -0.878346 1.748189 0.17 -0.19 0.02 -0.66
C 1.597168 -1.530794 1.265788 -0.52 0.01 -0.13 0.06
N 2.011115 -2.821388 1.112456 0.04 0.21 0.11 -0.48
C 0.954501 -3.549930 0.716014 0.00 -0.12 -0.02 0.21
N -0.120632 -2.817038 0.609833 -0.30 -0.08 0.00 -0.50
C 0.247606 -1.542801 0.954609 0.88 -0.28 0.20 0.00
C -0.750281 -0.463610 0.910616 -0.33 -0.04 -0.14 0.67
O -0.509437 0.709506 1.180781 0.01 0.21 0.05 -0.66
N -1.950486 -0.895199 0.491869 0.02 -0.09 -0.17 -0.59
C -3.107134 -0.052880 0.354397 -0.24 0.13 0.06 -0.16
C -3.831270 -0.282010 -0.976673 0.01 0.30 -0.01 -0.40
C -3.210491 0.466920 -2.158680 0.22 -0.18 0.12 -0.39
C -1.725730 0.187432 -2.391075 -0.18 -0.02 -0.19 -0.41
C -1.423766 -1.250827 -2.843229 0.21 0.37 -0.04 -0.22
N -0.163455 -1.745322 -2.329617 -0.03 -0.24 0.17 -0.64
C 1.014653 -1.207111 -2.722347 -0.26 -0.42 0.24 0.90
O 1.123874 -0.395897 -3.610347 0.07 0.38 -0.33 -0.67
O 2.023674 -1.738775 -1.997547 0.05 -0.06 0.15 -0.55
C 3.397599 -1.425722 -2.346741 0.54 0.13 -0.27 0.27
C 4.250069 -2.225912 -1.359848 -0.38 0.21 -0.15 -0.63
C 3.662225 0.069945 -2.181681 -0.21 -0.22 -0.08 -0.64
C 3.687865 -1.882190 -3.777616 -0.27 0.09 0.18 -0.65
C -4.081142 -0.244562 1.531057 0.16 0.21 -0.52 0.81
O -5.210942 0.169440 1.513123 -0.07 0.04 0.09 -0.61
O -3.488853 -0.895237 2.514279 0.18 -0.20 0.36 -0.52
C -4.158504 -1.150232 3.779472 -0.35 -0.09 0.55 0.27
C -5.384780 -2.032030 3.553268 0.18 0.20 -0.17 -0.64
C -4.540541 0.172021 4.440826 0.06 -0.10 -0.29 -0.64
C -3.103999 -1.885192 4.606218 -0.17 0.21 -0.36 -0.62
H 3.729518 4.457870 -1.166494 0.03 0.04 -0.03 0.24
H 2.684831 4.590990 -2.587795 -0.06 0.05 -0.12 0.22
H 3.425509 3.038298 -2.178131 0.04 -0.10 -0.09 0.22
H 0.335287 4.569314 0.370567 -0.13 -0.01 0.04 0.21
H 1.913343 5.368783 0.314027 -0.02 0.06 0.00 0.24
H 0.799944 5.515444 -1.050711 -0.07 0.04 -0.11 0.21
H 0.311785 3.517581 -2.512237 -0.03 0.10 -0.11 0.21
H 1.123918 1.977758 -2.209543 0.04 -0.14 -0.09 0.23
H -0.105654 2.556642 -1.084349 -0.14 -0.04 0.06 0.22
H 4.094279 1.409124 2.083341 -0.17 0.17 0.02 0.26
H 2.884329 2.236662 3.082467 0.10 0.00 -0.15 0.23
H 1.186732 0.931080 1.625066 0.08 -0.20 -0.01 0.45
H 2.970985 -3.101305 1.254869 -0.03 0.01 -0.03 0.45
H 0.993002 -4.601488 0.512992 0.12 -0.21 -0.03 0.21
H -2.051848 -1.893273 0.370174 0.04 0.03 0.02 0.43
H -2.755552 0.985729 0.420069 -0.08 -0.13 0.00 0.25
H -4.861313 0.057690 -0.851987 0.05 -0.12 0.00 0.24
H -3.860255 -1.355489 -1.174471 -0.08 -0.10 0.03 0.19
H -3.771170 0.212164 -3.060371 -0.08 0.08 -0.06 0.21
H -3.330368 1.538595 -1.988638 -0.10 0.05 -0.04 0.21
H -1.169289 0.392090 -1.478617 0.08 0.07 -0.02 0.20
H -1.349440 0.876001 -3.147434 0.07 0.03 0.03 0.22
H -1.378155 -1.288166 -3.934812 -0.15 -0.05 0.07 0.21
H -2.197904 -1.939357 -2.505765 0.01 -0.04 -0.03 0.19
H -0.168716 -2.302847 -1.488611 0.04 0.00 -0.10 0.42
H 5.288758 -2.202876 -1.676556 0.11 0.01 -0.04 0.22
H 3.913424 -3.259912 -1.336000 0.00 -0.16 -0.04 0.20
H 4.187690 -1.798720 -0.362971 0.02 0.02 0.11 0.23
H 3.130242 0.627662 -2.947568 0.03 0.08 0.01 0.24
H 4.727788 0.263111 -2.272729 0.15 0.02 0.03 0.21
H 3.325607 0.400819 -1.200797 0.00 0.07 0.13 0.22
H 3.494109 -2.948480 -3.875939 0.03 -0.13 -0.01 0.21
H 4.728981 -1.687391 -4.019014 0.14 -0.01 0.00 0.21
H 3.057381 -1.343566 -4.479364 0.04 0.00 -0.06 0.24
H -5.829441 -2.288697 4.510465 -0.02 -0.05 0.13 0.22
H -6.122586 -1.507611 2.952201 -0.06 -0.02 0.02 0.24
H -5.099037 -2.948511 3.041127 0.02 -0.12 -0.01 0.21
H -3.663901 0.809808 4.531765 0.09 0.06 0.06 0.22
H -5.291442 0.689249 3.849767 -0.04 0.03 0.04 0.24
H -4.942539 -0.018225 5.431818 -0.01 -0.04 0.13 0.22
H -3.500258 -2.123483 5.588561 -0.06 -0.02 0.11 0.21
H -2.812570 -2.805786 4.107161 0.03 -0.12 -0.03 0.22
H -2.221384 -1.261333 4.720077 0.10 0.07 0.05 0.22
```
Forces are in eV/Å.

Properties
- HOMO-LUMO gap (eV) = 9.7391
- M (Da) = 553.66
- structure (SMILES) = CC(C)(C)OC(=O)CNC(=O)c1[nH]cnc1C(=O)N[C@@H](CCCCNC(=O)OC(C)(C)C)C(=O)OC(C)(C)C
- relative energy (zero: lowest compared OMol25 entry of this formula, charge and spin) (eV) = 0.000
- spin multiplicity = 1